The following is a quantum chemistry calculation of a single C7H11ClN2O molecule, from the Open Molecules 2025 dataset.

Last column: Mulliken charge in e.
CARTESIAN COORDINATES (ANGSTROEM)
C: 0.32688 -0.14578 -0.26603  0.102
C: -1.22235 0.25289 -0.06358  -0.109
C: 0.28741 -1.61490 -0.36277  0.268
C: 1.37538 1.71061 1.16631  -0.861
C: 2.81354 0.59300 -0.77649  -1.660
C: -3.29436 -1.09688 0.10007  -1.012
C: 1.40213 1.02315 -0.25767  0.350
N: -1.04331 -1.96485 -0.02284  -0.364
N: -1.87702 -0.88568 0.09062  0.337
O: 1.18960 -2.36526 -0.61114  -0.656
Cl: -1.93196 1.75011 0.18227  -0.164
H: 2.18382 1.20228 1.68659  0.334
H: 0.29380 1.58673 1.53149  0.265
H: 1.58061 2.81032 0.83598  0.235
H: 3.32547 0.02413 -0.00305  0.352
H: 3.40050 1.47355 -0.81620  0.456
H: 2.69430 -0.07388 -1.58978  0.390
H: -3.79697 -0.15777 -0.15269  0.282
H: -3.84535 -1.73689 -0.49275  0.401
H: -3.44172 -1.33748 1.14602  0.382
H: 1.09002 1.75484 -0.95435  0.394
H: -1.51044 -2.80225 -0.37000  0.277

Summary:
**DFT total energy**: -918.15758 a.u.
**HOMO-LUMO gap**: 8.00 eV
**Energy above the lowest of the compared OMol25 structures with the same formula, charge and spin**: 46.6 kcal per mole

---

The following is a quantum chemistry calculation of a molecular structure, C16H28BNO13P2Tc, from the Open Molecules 2025 dataset.

Last column: Mulliken spin population.
CARTESIAN COORDINATES (ANGSTROEM)
Tc: -0.45329 -0.48977 -0.49320  0.951
O: -1.42472 -1.99298 -4.15132  0.005
C: -1.51852 -1.51607 -3.04826  0.000
O: -0.45896 -1.27558 -2.29101  0.008
C: -2.89750 -1.12777 -2.50703  -0.002
C: -2.99620 0.38242 -2.21205  0.004
C: -4.45954 0.82070 -2.21840  0.000
C: -4.97116 0.19271 -0.89617  0.000
C: -3.70109 -0.45943 -0.34822  -0.007
O: -2.66881 0.44623 -0.80348  -0.009
C: -3.37022 -1.73652 -1.13933  0.021
C: -2.37527 -2.61405 -0.39343  0.002
O: -2.47911 -3.80435 -0.33387  -0.005
O: -1.36371 -1.96578 0.22793  0.025
H: -3.59339 -1.41163 -3.29250  -0.001
H: -2.30286 1.00954 -2.76700  0.002
H: -4.98678 0.46209 -3.10060  0.000
H: -4.53142 1.90714 -2.19604  0.000
H: -5.76746 -0.53514 -1.04477  0.000
H: -5.33130 0.95546 -0.20766  0.000
H: -3.63774 -0.55094 0.73129  0.000
H: -4.24928 -2.35812 -1.29297  0.002
N: 0.22838 3.82623 2.02068  0.000
C: -0.60709 2.92949 1.11506  0.003
C: -1.87267 3.67004 0.70570  0.000
P: -0.93664 1.43500 2.18479  0.000
O: -2.53304 1.24105 2.16930  0.001
O: -0.48616 1.85370 3.54137  0.000
O: -0.32365 0.25177 1.49029  -0.001
P: 0.48621 2.63440 -0.34815  0.005
O: 1.86892 2.32562 0.36966  0.003
O: 0.51327 3.87039 -1.13601  -0.001
O: -0.02169 1.33937 -1.02171  0.021
H: 0.01684 3.51162 2.99240  0.000
H: 0.03553 4.81163 1.85444  0.000
H: 1.22314 3.64097 1.84991  0.000
H: -2.46596 3.95375 1.57773  0.000
H: -2.48380 3.01000 0.09112  0.000
H: -1.61743 4.55124 0.11559  0.000
H: -2.90271 1.49142 3.02498  0.000
H: 2.17893 1.37750 0.31069  0.001
C: 3.03602 -2.47414 2.15504  0.000
C: 3.25464 -2.34798 0.65335  -0.002
C: 4.08274 -3.50305 0.12984  0.001
O: 1.94185 -2.40028 0.03481  0.001
B: 1.49613 -1.12116 -0.10808  -0.013
O: 2.51225 -0.19759 0.14612  -0.015
C: 3.76687 -0.94135 0.23243  0.000
C: 4.38491 -0.91821 -1.15711  0.000
C: 4.66735 -0.25719 1.23953  0.000
H: 2.48706 -3.39504 2.34842  0.000
H: 2.44383 -1.64106 2.53734  0.000
H: 3.98362 -2.51340 2.69391  0.000
H: 3.64994 -4.44189 0.47386  0.000
H: 5.10677 -3.44005 0.50418  0.000
H: 4.10349 -3.51634 -0.95763  0.000
H: 3.73513 -1.40796 -1.88290  0.000
H: 5.35547 -1.41495 -1.16271  0.000
H: 4.52554 0.11775 -1.46626  0.000
H: 4.16529 -0.11989 2.19533  0.000
H: 4.96919 0.71993 0.86011  0.000
H: 5.56986 -0.84949 1.40068  0.000

Summary:
**2S+1**: 2
**DFT total energy**: -2448.11086 a.u.
**HOMO-LUMO gap (spin up / spin down)**: 7.71 / 7.85 eV
**Energy above the lowest of the compared OMol25 structures with the same formula, charge and spin**: 0.0 kcal per mole

---

The following is a quantum chemistry calculation of a molecular structure, C19H22O2PdSi2, from the Open Molecules 2025 dataset.

Last column: Mulliken spin population.
CARTESIAN COORDINATES (ANGSTROEM)
Pd: -0.30987 0.76176 0.15731  1.065
C: 3.15892 1.33022 -0.88220  0.099
Si: 1.96147 0.06925 -0.11977  0.302
C: 2.67516 -1.57435 -0.78572  0.065
C: 2.59513 -0.02070 1.70664  -0.022
C: 3.95618 -0.20351 1.99018  0.002
C: 4.43927 -0.27697 3.29137  -0.005
C: 3.55009 -0.17469 4.35741  -0.005
C: 2.19636 -0.00112 4.09406  -0.008
C: 1.69796 0.08185 2.78311  -0.034
Si: -0.18441 0.31734 2.47099  0.212
C: -0.64300 1.73791 3.64457  0.101
C: -0.90468 -1.19834 3.36763  0.058
H: 4.19835 1.08734 -0.62627  0.010
H: 2.91112 2.32468 -0.50267  0.001
H: 3.06854 1.35262 -1.97407  -0.012
H: 3.76068 -1.59594 -0.62430  0.012
H: 2.48564 -1.69392 -1.85872  -0.007
H: 2.23127 -2.43151 -0.26796  0.004
H: 4.66748 -0.28814 1.17121  0.019
H: 5.50129 -0.41290 3.47424  -0.002
H: 3.90963 -0.23058 5.38117  -0.003
H: 1.50742 0.07480 4.93347  0.019
H: -0.49161 1.45887 4.69684  0.008
H: -1.69156 2.01956 3.50320  -0.001
H: -0.03207 2.61591 3.41598  -0.003
H: -0.67770 -1.13502 4.44061  0.007
H: -0.47127 -2.12329 2.97444  -0.002
H: -1.99216 -1.25855 3.24622  -0.009
C: -2.03990 -0.31388 -0.44279  0.035
C: -3.26363 -0.36462 -0.35690  0.004
C: -4.68778 -0.41424 -0.28019  0.035
C: -5.35364 -0.26386 0.94744  0.004
C: -6.73821 -0.29249 1.02568  0.000
C: -7.51134 -0.47638 -0.11572  -0.002
C: -6.86999 -0.62756 -1.33962  0.000
C: -5.48539 -0.59766 -1.42183  0.003
H: -4.75493 -0.10921 1.83609  0.001
H: -7.22037 -0.16223 1.98814  0.000
H: -8.59252 -0.49673 -0.05284  0.000
H: -7.45546 -0.76323 -2.24283  0.000
H: -4.98956 -0.70857 -2.37758  0.000
O: -1.64011 3.25452 0.15398  0.003
C: -0.48702 3.70763 0.18131  -0.001
O: 0.60490 3.07284 0.20947  0.040
H: -0.38095 4.81278 0.11951  0.006

Summary:
**2S+1**: 3
**Charge**: -2
**DFT total energy**: -1594.52366 a.u.
**HOMO-LUMO gap (spin up / spin down)**: 4.06 / 6.62 eV

---

The following is a quantum chemistry calculation of a single C12H16O3 molecule, from the Open Molecules 2025 dataset.

Last column: Mulliken charge in e.
CARTESIAN COORDINATES (ANGSTROEM)
C: -0.50578 0.23554 -1.08951  0.281
C: -0.94675 -0.76739 -1.53569  0.011
C: 1.07669 0.38588 1.04549  -0.571
C: 1.96117 0.08093 0.22888  1.076
C: 0.78195 1.89172 0.24436  0.255
C: -0.14125 1.50403 -0.72945  0.371
C: -1.43801 -2.03030 -2.06280  -1.299
C: -0.87411 0.85113 2.61497  -1.338
C: -0.33594 -1.48924 1.92462  -1.051
C: 2.56486 0.29694 -2.05317  -0.590
C: -2.17689 2.69741 -0.46899  -0.499
C: 0.23759 -0.11073 2.24415  0.589
O: 1.42268 2.83310 0.60285  -0.670
O: 2.85358 0.02970 -0.68218  -0.439
O: -0.97486 2.51322 -1.28062  -0.467
H: -2.41222 -2.31228 -1.65424  0.321
H: -0.73185 -2.83395 -1.66385  0.281
H: -1.49648 -1.89607 -3.24100  0.308
H: -0.70838 1.80950 3.26113  0.284
H: -1.55615 0.38953 3.30804  0.503
H: -1.46920 1.13359 1.70034  0.036
H: -1.10752 -1.88456 2.61265  0.424
H: 0.55901 -2.14659 1.76885  0.324
H: -0.96720 -1.34758 0.94937  0.030
H: 1.90679 1.16428 -2.23810  0.296
H: 1.78291 -0.35312 -2.54144  0.251
H: 3.63661 0.25201 -2.51612  0.284
H: -2.22211 1.84413 0.20783  0.108
H: -3.05451 2.72198 -1.07538  0.334
H: -2.10950 3.67367 0.12402  0.223
H: 0.94176 -0.09924 3.17608  0.333

Summary:
**DFT total energy**: -692.26139 a.u.
**HOMO-LUMO gap (spin up / spin down)**: 7.52 / 7.52 eV
**Energy above the lowest of the compared OMol25 structures with the same formula, charge and spin**: 197.1 kcal per mole

---

The following is a quantum chemistry calculation of 2 unconnected molecules or ions with the total composition C3H12OSi2, from the Open Molecules 2025 dataset.

Last column: Mulliken charge in e.
CARTESIAN COORDINATES (ANGSTROEM)
C: -1.02486 -2.48701 1.41325  -1.197
C: -0.84651 0.13721 -1.08454  -1.000
C: 0.20144 -1.56376 1.50165  -0.400
O: -0.43242 3.62797 -1.71309  -0.392
Si: 0.97924 4.02823 -1.36527  0.552
Si: 0.68648 -0.48467 0.02486  0.504
H: -1.91357 -1.99766 1.35333  0.373
H: -0.95612 -2.97423 0.37984  0.267
H: -1.06009 -3.26438 2.11818  0.362
H: -1.58934 -0.74410 -1.36169  0.264
H: -1.49543 0.84868 -0.69260  0.365
H: -0.41761 0.44321 -2.04481  0.288
H: 1.05516 -2.23228 1.67033  0.283
H: 0.09196 -0.87233 2.35696  0.292
H: 1.56790 -1.23511 -0.67378  -0.185
H: 1.64260 5.23121 -0.88010  -0.075
H: 2.00002 3.04479 -1.59325  -0.086
H: 1.51116 0.49424 0.59072  -0.216

Summary:
**DFT total energy**: -775.64714 a.u.
**HOMO-LUMO gap**: 9.74 eV
**Energy above the lowest of the compared OMol25 structures with the same formula, charge and spin**: 68.7 kcal per mole

---

The following is a quantum chemistry calculation of 2 unconnected molecules or ions with the total composition CH4IPS, from the Open Molecules 2025 dataset.

Last column: Mulliken charge in e.
CARTESIAN COORDINATES (ANGSTROEM)
C: 0.05866 -0.53822 0.59588  -0.404
P: -0.18117 1.01161 0.04736  -0.078
S: -0.73943 -0.52640 -3.33088  -0.246
I: 1.57021 -0.14143 -3.03786  0.103
H: -0.66827 -1.31285 0.40566  0.283
H: 0.91901 -0.83883 1.16939  0.230
H: 0.99648 1.57541 0.54959  0.009
H: -1.11672 0.09453 -2.20626  0.102

Summary:
**DFT total energy**: -1077.67364 a.u.
**HOMO-LUMO gap**: 8.34 eV
**Energy above the lowest of the compared OMol25 structures with the same formula, charge and spin**: 51.7 kcal per mole

---

The following is a quantum chemistry calculation of 2 unconnected molecules or ions with the total composition C5H14OSi3, from the Open Molecules 2025 dataset.

Last column: Mulliken charge in e.
CARTESIAN COORDINATES (ANGSTROEM)
C: 0.24805 0.74933 1.58609  -0.340
C: 1.64333 0.76662 1.84622  -0.748
C: -0.60019 0.72446 2.67207  -0.400
C: 0.01972 0.44501 4.04512  -0.620
C: 0.22825 -2.10754 -3.28339  -1.111
O: -0.59155 0.31327 -2.18114  0.091
Si: 1.84120 0.27004 3.57073  0.022
Si: -2.15717 0.76602 -2.47223  0.298
Si: 0.72918 -0.61589 -2.22824  0.321
H: 0.03655 0.87613 0.58980  0.482
H: 2.27831 0.66328 1.10603  0.607
H: 2.05385 0.21556 -2.46671  -0.103
H: -1.70270 0.70678 2.78201  0.327
H: 0.11053 1.48501 4.59828  0.223
H: -0.64672 -0.12689 4.59681  0.495
H: -0.78209 -2.20804 -3.34556  0.354
H: 0.65567 -2.20956 -4.27767  0.341
H: 0.64207 -3.08310 -2.89951  0.305
H: 2.69827 0.95608 4.57027  -0.066
H: -2.10483 1.16295 -3.98826  -0.099
H: -2.43004 1.88034 -1.67304  -0.133
H: -3.05810 -0.44119 -2.25574  -0.098
H: 0.88842 -1.18868 -0.89193  -0.147

Summary:
**DFT total energy**: -1142.54004 a.u.
**HOMO-LUMO gap**: 7.14 eV
**Energy above the lowest of the compared OMol25 structures with the same formula, charge and spin**: 64.4 kcal per mole